The following is a quantum chemistry calculation of a single C4H3NO molecule, from OMol25.

XYZ file:
```
9
Properties=species:S:1:pos:R:3:forces:R:3
C 0.84118 0.04341 0.02125 0.661 -0.411 -0.917
C -0.22043 1.12237 -0.01152 -4.545 5.166 -0.705
C -1.49292 0.59196 -0.03669 2.295 0.596 2.114
C -1.13702 -0.83168 0.11640 0.413 -1.451 -2.870
H -0.40063 2.34791 -0.11434 2.196 -3.200 0.414
H -2.56659 1.03514 0.10285 2.544 -0.775 -0.613
H -1.94790 -1.46189 -0.11214 -0.745 -1.742 0.637
N 0.09036 -1.23799 -0.08682 -1.158 1.867 1.761
O 2.04222 0.14854 0.02434 -1.660 -0.050 0.180
```
Positions in Å, forces in eV/Å.

Values from the calculation:
Lowest unoccupied orbital energy ... -1.489 eV
Largest force on an atom ... 0.1345 hartree/bohr
HOMO ... -10.3 eV
Relative energy (zero: lowest compared OMol25 entry of this formula, charge and spin) ... 38.7 kcal/mol
Frontier orbital gap ... 8.773 eV
SMILES ... O=C1C=CC=N1
Calculated total energy ... -7731.06661 eV
Net charge ... 0

The following is a quantum chemistry calculation of a single C4H3NO2 molecule, from OMol25.

XYZ file:
```
10
Properties=species:S:1:pos:R:3:forces:R:3
O -0.99470 -1.48758 -2.16724 0.495 0.158 0.113
C 0.03256 -1.01126 -1.74952 -0.297 -0.175 -0.174
C 0.13042 -0.38799 -0.41294 -0.019 0.179 -0.069
N 1.17896 0.06104 0.20546 -0.326 0.006 -0.214
C 0.66053 0.75151 1.28342 -0.092 0.113 0.140
C -0.69331 0.68203 1.23701 0.108 0.077 0.147
O -1.04129 -0.06179 0.16676 -0.005 0.072 -0.013
H 0.94873 -0.93012 -2.35628 0.052 -0.190 0.077
H 1.28503 1.27660 1.99219 -0.073 -0.145 -0.103
H -1.50694 1.10755 1.80115 0.157 -0.095 0.097
```
Positions in Å, forces in eV/Å.

Values from the calculation:
Lowest unoccupied orbital energy ... -0.163 eV
Largest force on an atom ... 0.0103 hartree/bohr
HOMO ... -9.9 eV
Relative energy (zero: lowest compared OMol25 entry of this formula, charge and spin) ... 25.9 kcal/mol
Frontier orbital gap ... 9.783 eV
SMILES ... O=Cc1ncco1
Calculated total energy ... -9780.56400 eV
Net charge ... 0

The following is a quantum chemistry calculation of a molecular structure, C4H3NO2, from OMol25.

XYZ file:
```
10
Properties=species:S:1:pos:R:3:forces:R:3
O -1.36279 -1.38042 -2.10267 0.052 0.531 0.271
C -1.23436 -0.31897 -1.55136 -0.070 -0.388 -0.248
C -0.34609 -0.12544 -0.36321 0.078 0.106 0.062
N -0.17903 0.99377 0.24753 0.008 -0.326 -0.122
C 0.70726 0.62738 1.27640 -0.030 0.049 0.300
C 1.01635 -0.76898 1.27867 -0.168 0.205 -0.065
O 0.34828 -1.17132 0.12324 -0.052 -0.001 -0.004
H -1.75296 0.60326 -1.86773 0.043 -0.099 0.024
H 0.95745 1.32525 2.06926 0.004 -0.147 -0.138
H 1.84589 0.21548 0.88986 0.134 0.069 -0.080
```
Positions in Å, forces in eV/Å.

Values from the calculation:
Lowest unoccupied orbital energy ... -0.767 eV
Largest force on an atom ... 0.0116 hartree/bohr
HOMO ... -10.0 eV
Relative energy (zero: lowest compared OMol25 entry of this formula, charge and spin) ... 93.6 kcal/mol
Frontier orbital gap ... 9.233 eV
Calculated total energy ... -9777.62845 eV
Net charge ... 0

Question: What is the formula in the second record?
Answer: C4H3NO2

Please write out number 2 again, unchanged.
The following is a quantum chemistry calculation of a single C4H3NO2 molecule, from OMol25.

XYZ file:
```
10
Properties=species:S:1:pos:R:3:forces:R:3
O -0.99470 -1.48758 -2.16724 0.495 0.158 0.113
C 0.03256 -1.01126 -1.74952 -0.297 -0.175 -0.174
C 0.13042 -0.38799 -0.41294 -0.019 0.179 -0.069
N 1.17896 0.06104 0.20546 -0.326 0.006 -0.214
C 0.66053 0.75151 1.28342 -0.092 0.113 0.140
C -0.69331 0.68203 1.23701 0.108 0.077 0.147
O -1.04129 -0.06179 0.16676 -0.005 0.072 -0.013
H 0.94873 -0.93012 -2.35628 0.052 -0.190 0.077
H 1.28503 1.27660 1.99219 -0.073 -0.145 -0.103
H -1.50694 1.10755 1.80115 0.157 -0.095 0.097
```
Positions in Å, forces in eV/Å.

Values from the calculation:
Lowest unoccupied orbital energy ... -0.163 eV
Largest force on an atom ... 0.0103 hartree/bohr
HOMO ... -9.9 eV
Relative energy (zero: lowest compared OMol25 entry of this formula, charge and spin) ... 25.9 kcal/mol
Frontier orbital gap ... 9.783 eV
SMILES ... O=Cc1ncco1
Calculated total energy ... -9780.56400 eV
Net charge ... 0

Question: The highest calculated total energy belongs to which entry?
Answer: C4H3NO